Version w
Formula: C4H14N2O
Source: OMol25
Level of theory: ωB97M-V with the def2-TZVPD basis set

Geometry (Å):
C (-0.403, -1.818, -1.721)
C (0.834, -0.948, -1.490)
C (1.308, -1.030, -0.051)
N (0.477, -0.182, 0.829)
C (0.936, 1.194, 0.970)
N (-0.023, 2.220, 0.688)
H (-0.104, -2.837, -1.966)
H (-0.960, -1.946, -0.791)
H (-1.068, -1.466, -2.506)
H (0.708, 0.093, -1.778)
H (1.644, -1.343, -2.117)
H (1.319, -2.037, 0.362)
H (2.350, -0.716, 0.046)
H (0.367, -0.623, 1.730)
H (1.789, 1.349, 0.298)
H (1.309, 1.375, 1.983)
H (-0.273, 2.415, -0.270)
H (-0.881, 2.043, 1.201)
H (-2.897, 0.933, 0.958)
H (-3.547, 1.577, 2.151)
O (-2.883, 1.747, 1.474)

Values from the calculation:
SMILES: CCCNCN.O
Frontier orbital gap, eV: 9.48
M, g/mol: 106.17
HOMO energy, eV: -8.6698

Löwdin population analysis, charges in e, atoms 1 to 2: C -0.114; C -0.252

***

Version x
Formula: C4H14N2O
Source: OMol25
Level of theory: ωB97M-V with the def2-TZVPD basis set

Geometry (Å):
C (0.017, -0.847, -1.358)
N (-0.240, -1.129, -2.784)
C (-0.781, 0.331, -0.781)
C (-0.002, 1.644, -0.600)
C (-0.143, 2.330, 0.751)
N (0.012, 1.474, 1.940)
H (1.096, -0.678, -1.320)
H (-0.168, -1.780, -0.836)
H (-1.159, -1.494, -2.974)
H (0.005, -0.327, -3.346)
H (-1.179, 0.012, 0.188)
H (-1.715, 0.459, -1.334)
H (-0.404, 2.341, -1.333)
H (1.033, 1.578, -0.941)
H (0.566, 3.147, 0.801)
H (-1.142, 2.762, 0.834)
H (0.917, 1.624, 2.369)
H (-0.030, 0.478, 1.751)
H (0.557, -2.473, 2.975)
H (0.888, -2.912, 1.575)
O (0.956, -3.203, 2.490)

Values from the calculation:
SMILES: NCCCCN.O
Frontier orbital gap, eV: 9.89
M, g/mol: 106.17
HOMO energy, eV: -9.2130

Löwdin population analysis, charges in e, atoms 1 to 2: C -0.281; N -0.020

***

Winner for stability: version w

***

Version w
Formula: C5H9BrN3O2
Source: OMol25
Level of theory: ωB97M-V with the def2-TZVPD basis set

Geometry (Å):
C (0.769, -3.429, 1.416)
C (-0.079, -2.727, 0.902)
C (0.828, -0.049, 0.102)
C (0.155, -0.090, -2.173)
C (-1.166, 2.022, 0.589)
N (0.013, 0.396, -0.811)
N (1.090, 0.505, 1.359)
N (-0.882, 1.368, -0.723)
O (1.087, -0.199, 2.326)
O (1.339, 1.678, 1.308)
Br (-1.584, -2.233, 0.060)
H (1.470, -3.879, 2.016)
H (1.455, -0.889, -0.005)
H (0.020, -1.237, -2.200)
H (-0.675, 0.385, -2.690)
H (1.209, 0.145, -2.712)
H (-0.364, 2.803, 0.973)
H (-2.100, 2.538, 0.485)
H (-1.213, 1.155, 1.362)
H (-1.371, 1.738, -1.588)

Values from the calculation:
Charge: +1
Frontier orbital gap, eV: 8.16
M, g/mol: 223.05
HOMO energy, eV: -13.4746

Löwdin population analysis, charges in e, atoms 1 to 2: C 0.079; C -0.738

***

Version x
Formula: C5H9BrN3O2
Source: OMol25
Level of theory: ωB97M-V with the def2-TZVPD basis set

Geometry (Å):
C (1.030, -0.574, -0.968)
C (-0.077, -0.470, -1.703)
C (-1.317, 0.014, -1.149)
C (-0.944, -1.127, 1.647)
C (1.766, 0.942, 0.744)
N (-0.371, -0.057, 0.931)
N (-1.510, 1.454, -1.017)
N (0.951, -0.280, 0.469)
O (-2.637, 1.824, -0.863)
O (-0.508, 2.126, -1.042)
Br (-0.100, -0.918, -3.560)
H (2.004, -0.836, -1.345)
H (-2.225, -0.574, -1.166)
H (-0.485, -1.159, 2.646)
H (-1.999, -0.899, 1.790)
H (-0.816, -2.112, 1.182)
H (1.424, 1.736, 0.080)
H (1.616, 1.257, 1.775)
H (2.817, 0.728, 0.569)
H (1.381, -1.074, 0.980)

Values from the calculation:
Charge: +1
Frontier orbital gap (alpha / beta), eV: 7.75 / 7.74
M, g/mol: 223.05
HOMO energy (alpha / beta), eV: -14.1025 / -14.1009

Löwdin population analysis, charges in e, atoms 1 to 2: C -0.057; C -0.642

***

Winner for stability: version x

***

Version w
Formula: CH7NO
Source: OMol25
Level of theory: ωB97M-V with the def2-TZVPD basis set

Geometry (Å):
C (1.088, -0.777, -0.398)
H (0.083, 0.128, -1.934)
H (-0.696, -1.144, -1.319)
H (0.733, -1.628, 0.290)
H (1.831, -1.259, -1.025)
H (1.552, 0.064, 0.141)
H (-0.870, 0.985, 0.450)
H (-1.767, 1.378, 1.735)
N (-0.094, -0.336, -1.084)
O (-0.842, 1.061, 1.455)

Values from the calculation:
SMILES: CN.O
Frontier orbital gap, eV: 10.67
M, g/mol: 49.07
HOMO energy, eV: -9.6336

Löwdin population analysis, charges in e, atoms 1 to 2: C -0.206; H 0.046

***

Version x
Formula: CH7NO
Source: OMol25
Level of theory: ωB97M-V with the def2-TZVPD basis set

Geometry (Å):
C (1.497, 2.339, 1.900)
N (0.733, 1.063, 1.872)
H (1.483, 2.780, 0.908)
H (2.450, 2.113, 2.365)
H (1.001, 3.074, 2.539)
H (-0.137, 1.160, 2.375)
H (0.313, 0.892, 0.964)
H (-3.002, -4.097, -3.897)
H (-2.056, -5.113, -4.476)
O (-2.282, -4.210, -4.551)

Values from the calculation:
SMILES: CN.O
Frontier orbital gap, eV: 10.57
M, g/mol: 49.07
HOMO energy, eV: -9.4795

Löwdin population analysis, charges in e, atoms 1 to 2: C -0.179; N -0.087

***

Version y
Formula: CH7NO
Source: OMol25
Level of theory: ωB97M-V with the def2-TZVPD basis set

Geometry (Å):
C (-1.415, 0.611, -0.004)
H (-0.885, -1.040, 0.960)
H (-1.253, -1.111, -0.752)
H (-1.063, 1.233, -0.800)
H (-2.500, 0.233, -0.359)
H (-1.286, 1.275, 0.949)
H (2.229, -0.420, 0.421)
H (3.876, -0.274, -0.370)
N (-0.778, -0.697, -0.028)
O (3.075, 0.190, -0.017)

Values from the calculation:
SMILES: CN.O
Frontier orbital gap, eV: 10.08
M, g/mol: 49.07
HOMO energy, eV: -9.1658

Löwdin population analysis, charges in e, atoms 1 to 2: C -0.218; H 0.088

***

Winner for stability: version w

***

Version w
Formula: C5H5Cl3
Source: OMol25
Level of theory: ωB97M-V with the def2-TZVPD basis set

Geometry (Å):
C (-2.236, -0.031, 0.909)
C (-0.741, 0.143, 0.534)
C (-0.144, 0.061, -0.636)
C (1.297, -0.220, -0.972)
C (2.388, 0.160, -0.342)
H (-2.346, -0.951, 1.451)
H (-2.886, -0.087, 0.027)
H (-2.431, 0.774, 1.605)
H (1.500, -0.798, -1.912)
H (2.519, 0.707, 0.561)
Cl (0.261, 0.534, 1.940)
Cl (-1.151, -0.085, -2.079)
Cl (3.969, -0.206, -1.085)

Values from the calculation:
SMILES: C/C(Cl)=C(Cl)/C=C/Cl
Frontier orbital gap, eV: 9.63
M, g/mol: 171.45
HOMO energy, eV: -9.1197

Löwdin population analysis, charges in e, atoms 1 to 2: C -0.100; C -0.676

***

Version x
Formula: C5H5Cl3
Source: OMol25
Level of theory: ωB97M-V with the def2-TZVPD basis set

Geometry (Å):
C (-1.801, 0.963, 0.075)
C (0.681, -1.709, 1.368)
C (-0.991, 1.945, -0.282)
C (1.158, -1.461, 0.202)
C (1.511, -0.973, -0.946)
Cl (0.604, -0.986, -2.350)
Cl (3.290, -0.596, -1.091)
Cl (-1.705, 3.498, -0.794)
H (-1.291, 0.018, 0.295)
H (-2.831, 1.171, -0.044)
H (0.537, -1.044, 2.231)
H (0.780, -2.803, 1.509)
H (0.059, 1.976, -0.172)

Values from the calculation:
SMILES: C=C=C(Cl)Cl.C=CCl
Frontier orbital gap, eV: 10.04
M, g/mol: 171.45
HOMO energy, eV: -9.6763

Löwdin population analysis, charges in e, atoms 1 to 2: C -0.072; C 0.021

***

Winner for stability: version w

***

Version w
Formula: H2N3O2S
Source: OMol25
Level of theory: ωB97M-V with the def2-TZVPD basis set

Geometry (Å):
N (-0.624, -2.124, 0.344)
N (-0.737, 1.381, 0.183)
N (1.156, 0.012, -0.351)
O (1.746, 0.333, -1.352)
O (0.154, -2.500, 1.215)
S (-0.383, -0.869, -0.625)
H (-0.984, 2.107, -0.461)
H (-0.328, 1.660, 1.047)

Values from the calculation:
Charge: -1
Frontier orbital gap (alpha / beta), eV: 7.44 / 7.42
M, g/mol: 108.10
HOMO energy (alpha / beta), eV: -3.3459 / -3.3232

Löwdin population analysis, charges in e, atoms 1 to 2: N -0.566; N -0.220

***

Version x
Formula: H2N3O2S
Source: OMol25
Level of theory: ωB97M-V with the def2-TZVPD basis set

Geometry (Å):
N (0.960, 0.404, -0.180)
N (0.091, -0.247, -1.048)
N (-0.648, -1.133, -0.367)
O (-0.918, -1.026, 0.857)
O (-1.210, -2.064, -0.991)
S (0.361, 1.917, 0.757)
H (-0.275, 1.209, 1.785)
H (1.638, 0.939, -0.814)

Values from the calculation:
SMILES: [O-][N+]([O-])=NNS
Charge: -1
Frontier orbital gap, eV: 7.35
M, g/mol: 108.10
HOMO energy, eV: -3.6812

Löwdin population analysis, charges in e, atoms 1 to 2: N -0.445; N -0.103

***

Winner for stability: version x

***

Version w
Formula: C4H3N
Source: OMol25
Level of theory: ωB97M-V with the def2-TZVPD basis set

Geometry (Å):
C (2.643, 0.299, 0.094)
C (1.475, 0.108, 0.052)
C (-0.507, 0.294, -0.003)
C (-1.737, -0.432, -0.086)
N (-1.349, 1.157, 0.074)
H (3.684, 0.067, -0.054)
H (-2.281, -0.730, -1.000)
H (-1.929, -0.764, 0.923)

Values from the calculation:
Frontier orbital gap, eV: 11.03
M, g/mol: 65.07
HOMO energy, eV: -10.7002

Löwdin population analysis, charges in e, atoms 1 to 2: C -0.030; C 0.004

***

Version x
Formula: C4H3N
Source: OMol25
Level of theory: ωB97M-V with the def2-TZVPD basis set

Geometry (Å):
C (-0.682, 0.618, 1.429)
C (-0.242, 0.559, 0.219)
C (0.583, 0.090, -0.706)
C (0.164, -0.986, -1.537)
N (-0.209, -1.837, -2.228)
H (-1.399, 1.130, 2.091)
H (0.204, -0.079, 1.530)
H (1.580, 0.506, -0.799)

Values from the calculation:
SMILES: C=C=CC#N
Frontier orbital gap, eV: 9.80
M, g/mol: 65.07
HOMO energy, eV: -9.6269

Löwdin population analysis, charges in e, atoms 1 to 2: C 0.072; C -0.119

***

Winner for stability: version x